Model one:
A 2-piece molecular cluster, CH3Cl2N3 overall, computed with ωB97M-V with the def2-TZVPD basis set.

```
9
Properties=species:S:1:pos:R:3
Cl 2.30 1.34 -0.07
N 2.24 -0.13 -0.90
Cl 2.48 -1.48 0.24
H 1.28 -0.43 -1.15
N -0.65 -0.56 0.40
C -1.65 0.09 0.22
N -2.70 0.60 -0.07
H -0.40 -0.94 1.25
H -2.89 1.51 0.08
```

Output
SMILES string   ClNCl.N=C=N
Charge   0
E_HOMO   -9.90 eV
LUMO level   0.193 eV



Model two:
A 2-piece molecular cluster, CH3Cl2N3 overall, computed with ωB97M-V with the def2-TZVPD basis set.

```
9
Properties=species:S:1:pos:R:3
Cl 2.57 1.06 0.69
N 2.25 0.07 -0.65
Cl 2.16 -1.61 -0.14
H 1.36 0.16 -1.09
N -0.70 0.57 -0.47
C -1.66 0.05 0.13
N -2.32 -0.71 0.78
H -0.31 1.43 -0.18
H -3.35 -1.02 0.94
```

Output
SMILES string   ClNCl.N=C=N
Charge   0
E_HOMO   -9.52 eV
LUMO level   0.393 eV



Ranking the structures above by stability puts model one first and model two last.